(1)
2 unconnected molecules or ions with the total composition C6H6N2O2. Source: the Open Molecules 2025 dataset; level of theory: wB97M-V/def2-TZVPD.

```
! RIJCOSX wB97M-V def2-TZVPD def2/J DEFGRID3
* xyz 0 1
N 0.611 1.524 3.843
C -0.378 2.428 4.339
C -2.621 0.062 2.958
C 1.247 2.235 1.630
N 0.796 2.822 0.726
O 1.795 0.152 2.508
C 1.346 1.256 2.755
H -0.962 2.999 3.616
H -0.464 0.429 5.339
H -0.140 2.930 5.278
H -3.602 -0.235 2.630
H 0.418 -0.914 1.543
H -0.673 -0.120 0.537
C -1.562 0.325 3.484
C -0.591 0.929 4.376
O -0.070 -0.939 0.706
*
```

E_LUMO, Eh: -0.0065
Energy above the lowest of the compared OMol25 structures with the same formula, charge and spin, kcal/mol: 111.1
SMILES: C#C[C@@H]1CN1C(=O)C#N.O
Maximum force, Eh/bohr: 0.0625
Highest occupied orbital energy, eV: -10.502

=====

(2)
A molecular structure, C43H39F3N4O4S2. Source: the Open Molecules 2025 dataset; level of theory: wB97M-V/def2-TZVPD.

```
! RIJCOSX wB97M-V def2-TZVPD def2/J DEFGRID3
* xyz 0 1
H -2.350 6.780 -6.449
C -1.589 3.772 1.408
C -2.078 -0.562 -2.670
H -4.179 -2.467 3.781
C -1.753 -1.907 1.707
F 0.739 -0.684 2.483
O -2.915 0.762 5.543
C -2.080 5.797 -6.859
C 0.336 2.331 0.511
H 2.370 0.153 -0.992
C -1.798 1.381 -1.666
H -0.446 -2.543 -1.090
C 1.176 2.805 1.572
H -0.075 3.812 -1.920
H -2.439 -2.776 4.062
H -4.695 1.764 -3.832
S -0.477 3.537 4.986
H -1.112 -4.277 -5.223
H -0.278 5.468 -4.901
H 0.879 4.471 -3.261
H 0.497 -2.316 0.397
C -3.542 -0.114 0.524
H -3.769 0.686 -4.905
C -2.411 -4.759 -3.537
C -1.803 2.423 6.913
H 0.286 -0.943 -0.718
C -1.466 -1.405 0.427
H -2.431 -5.833 -3.758
H -3.704 -4.866 -1.766
C -3.054 -2.863 -2.152
C -3.175 -2.015 3.766
C -2.067 1.661 5.679
N -1.882 0.312 -3.628
C -4.128 1.719 -4.768
H -2.807 5.557 -7.641
C -2.056 4.726 -5.809
H -1.554 4.601 0.694
C -1.601 -2.524 -4.059
H -2.420 2.904 10.231
S -1.013 1.311 2.246
F 1.148 0.965 3.965
C -3.038 2.737 -4.794
H -1.100 5.908 -7.331
C -1.983 2.713 -3.846
C -2.014 3.059 9.217
C -3.112 -4.234 -2.439
C -3.049 3.749 -5.757
H -3.143 -1.169 4.477
O 0.948 3.633 4.922
C -0.960 3.682 -3.885
C -1.211 4.205 8.963
N -2.105 0.068 -1.429
O -1.153 4.687 4.385
H -0.043 5.290 7.439
C 0.861 1.482 -0.439
C -2.312 2.152 8.183
H 0.828 2.731 -2.997
H 0.300 1.255 -1.361
H -0.991 4.911 9.772
H -4.826 1.952 -5.589
C 2.066 0.862 -0.209
H -4.881 0.395 -1.107
C -1.125 2.489 0.721
H -2.650 3.498 1.609
C -2.258 -1.996 -2.930
C -1.662 -3.892 -4.357
H -4.561 -0.152 2.433
C -1.915 2.426 -0.610
N -1.872 1.563 -3.006
O -2.663 3.371 -0.923
C -0.216 -1.822 -0.284
H -3.606 -2.459 -1.305
H -1.134 4.191 2.327
C 2.375 2.141 1.842
C -2.885 -1.507 2.399
H -1.016 -1.837 -4.663
C -0.993 3.498 6.687
H 0.818 3.708 2.080
C -1.040 4.686 -4.857
H -3.854 3.795 -6.499
C -3.738 -0.558 1.833
H -4.266 1.813 -0.198
H 3.765 0.647 1.161
F -0.532 -0.415 4.314
N -1.191 2.141 4.748
H 2.970 2.369 2.734
C 2.812 1.169 0.950
C -0.690 4.429 7.670
C 0.133 0.294 3.319
H -1.091 -2.632 2.178
C -2.382 -0.515 -0.147
C 0.217 3.645 -2.962
H -5.461 0.727 0.539
H -2.938 1.257 8.265
C -4.574 0.762 -0.109
*
```

E_LUMO, Eh: -0.0694
Maximum force, Eh/bohr: 0.0916
Highest occupied orbital energy, eV: -7.472

=====

(3)
7 unconnected molecules or ions with the total composition C3H20NO7S. Source: the Open Molecules 2025 dataset; level of theory: wB97M-V/def2-TZVPD.

```
! RIJCOSX wB97M-V def2-TZVPD def2/J DEFGRID3
* xyz -1 1
O -0.969 1.036 -1.102
H -1.458 -0.162 -0.682
O 3.327 -1.239 -0.976
H 2.496 0.269 -2.125
H 0.646 2.829 -2.216
H 0.967 0.659 -1.923
O -1.888 -1.202 -0.787
O -3.281 1.486 0.249
H -1.800 -3.015 0.255
N 0.603 -1.270 0.102
H -2.599 -1.720 1.098
H -1.573 -0.677 2.610
H 1.669 -0.707 2.528
H 2.808 -1.109 -0.162
O 1.622 0.305 -2.544
C -1.782 -1.938 0.373
O 2.264 1.766 0.935
H 3.044 -2.133 -1.184
H 0.316 -1.701 -0.776
S 0.721 -0.195 3.350
H -0.463 2.566 -1.367
H -2.888 1.801 -0.574
H -2.522 1.033 0.602
O -0.051 3.375 -1.831
C -0.618 -0.598 2.107
H 0.397 -0.292 -0.084
H -0.070 -2.642 1.592
H -0.707 0.339 1.534
H 1.884 2.392 1.571
H -1.311 0.989 -2.012
C -0.359 -1.720 1.100
H 1.574 1.473 0.339
*
```

E_LUMO, Eh: 0.1056
Energy above the lowest of the compared OMol25 structures with the same formula, charge and spin, kcal/mol: 41.4
Maximum force, Eh/bohr: 0.0432
Highest occupied orbital energy, eV: -5.902

=====

(4)
A molecular structure, C38H48BCl4F2GeO5PTi. Source: the Open Molecules 2025 dataset; level of theory: wB97M-V/def2-TZVPD.

```
! RIJCOSX wB97M-V def2-TZVPD def2/J DEFGRID3
* xyz 0 3
Cl 2.334 5.677 1.702
H -0.233 -1.025 -3.318
H 0.763 5.097 -1.699
C -4.978 3.907 2.101
C -7.556 3.537 -1.900
C 1.467 4.784 -2.468
O 0.941 -1.507 -1.637
C -6.809 2.651 -1.179
Cl 0.286 3.198 1.393
C 6.329 -2.626 -0.620
H -3.359 1.913 4.958
H 1.085 1.111 -3.794
C 2.189 -6.597 2.607
H -0.067 -3.166 -2.542
C -4.856 4.081 -1.461
P -4.462 1.872 0.165
H 4.138 1.597 -2.228
C 5.184 -3.491 -0.188
C -6.153 -1.664 -0.810
H 3.930 -1.949 -0.946
H 5.376 -3.922 0.800
H 0.745 -7.504 1.291
H -3.469 0.874 2.748
H -3.824 4.419 -1.257
C 2.954 4.125 1.280
H 3.227 -5.633 0.887
H 7.681 -4.319 -0.921
H 5.186 -4.452 -0.840
H 1.554 -5.260 0.976
H -7.822 -1.211 2.147
H -7.495 -2.937 0.258
H -7.582 5.285 -3.074
C 0.780 -0.845 -2.913
Cl 5.417 5.221 1.079
C 2.055 3.023 1.243
H 3.049 -3.572 -0.588
H 1.927 -3.871 3.105
H 4.403 -1.799 2.328
C 1.584 -7.854 1.946
H -4.502 -0.417 -1.501
C -4.164 3.797 4.342
O 4.091 0.403 -0.232
C -4.840 4.469 3.343
C -4.457 2.622 1.760
C 4.299 3.933 0.899
H -5.371 5.450 3.543
C -6.433 0.177 1.239
H 2.263 -8.428 1.280
C -3.879 1.902 2.849
C -7.213 -0.982 1.260
H 2.112 2.810 -4.138
H 3.553 -4.219 3.000
H 0.368 -3.307 -0.773
C -7.066 -1.943 0.233
O 2.318 0.727 -2.126
C -5.298 -0.554 -0.791
C 7.719 -3.316 -0.492
H 3.602 3.564 -3.555
Ti 2.462 -0.665 -0.238
C 0.018 -2.639 -1.555
C 1.005 0.622 -2.808
B 1.306 -1.430 1.857
C -6.967 4.638 -2.481
H -6.615 0.897 2.040
H 1.112 -8.699 2.540
H -5.420 4.443 1.267
C -5.454 2.972 -0.900
C -5.628 4.922 -2.288
H 6.162 -2.354 -1.728
H 0.186 1.157 -2.308
C -5.424 0.352 0.269
C 2.660 -4.088 2.360
C 2.543 1.732 0.865
H -0.995 -2.238 -1.230
C 3.811 -2.841 -0.292
H -8.608 3.384 -2.009
Cl 6.405 2.385 0.298
H 1.670 -6.253 3.510
H 6.317 -1.673 -0.063
F 1.082 -0.790 3.029
C 2.410 -5.369 1.638
H 0.948 4.763 -3.383
O 1.702 0.756 0.593
H 8.495 -2.824 -1.081
H 3.123 -6.912 3.005
C 2.699 2.958 -3.219
H 2.244 5.517 -2.513
Ge 3.178 -2.324 1.624
C 3.841 1.575 0.332
H -7.251 1.714 -0.821
O 1.964 3.486 -2.173
H -3.957 4.211 5.344
C -3.734 2.492 4.082
H -6.195 -2.222 -1.718
F 0.099 -1.778 1.247
H -5.243 5.862 -2.684
H 3.499 0.995 -3.829
H 8.063 -3.383 0.547
H 1.494 -1.384 -3.605
C 3.249 1.550 -2.844
C 4.727 2.628 0.551
*
```

E_LUMO (spin up / spin down), Eh: 0.0017 / 0.0013
Energy above the lowest of the compared OMol25 structures with the same formula, charge and spin, kcal/mol: 12.8
Maximum force, Eh/bohr: 0.0659
Highest occupied orbital energy (spin up / spin down), eV: -6.148 / -7.089

=====

(5)
A molecular structure, C37H27BaCl2N5O6PSSe2. Source: the Open Molecules 2025 dataset; level of theory: wB97M-V/def2-TZVPD.

```
! RIJCOSX wB97M-V def2-TZVPD def2/J DEFGRID3
* xyz -1 1
H 2.995 -7.011 3.737
H 2.990 -7.980 1.455
O -1.304 1.435 1.386
H -5.097 0.794 -6.677
H 2.275 -6.598 -0.462
H -4.390 2.966 -5.717
H -0.560 -4.341 -1.992
C -4.655 0.834 -5.690
H 3.478 0.226 2.475
N 0.766 -2.166 0.789
H -2.739 3.547 0.084
O -2.199 2.592 3.079
C -3.756 3.183 0.074
Se -2.662 -0.932 -0.619
C -4.761 3.872 0.738
C 2.692 -6.417 2.889
H -1.004 -1.272 -4.951
C 2.293 -5.097 3.075
C -3.686 2.105 -3.894
C 2.689 -6.955 1.616
C -0.861 -2.942 -3.596
C 3.771 2.099 -0.057
H -3.781 -1.170 -3.094
C 5.906 1.253 -0.963
H 2.009 1.726 5.729
C -0.373 -3.342 -2.363
C -0.464 2.635 5.795
H -4.522 4.782 1.267
C 2.290 -6.179 0.535
H -1.967 2.893 4.635
C -3.510 0.940 -3.150
C -1.303 1.919 2.536
H 0.194 0.250 -3.411
Ba 0.656 0.730 0.217
Cl 8.186 2.720 -1.141
H -6.838 3.923 1.258
H 6.276 4.433 0.099
H 1.591 -4.480 -1.291
H 2.280 -4.670 4.068
C 1.988 1.056 3.705
C 4.475 3.312 0.215
N 1.540 -4.070 -0.372
H 4.110 1.288 3.740
C 0.239 2.012 4.643
C -6.347 2.191 0.091
H -1.417 -3.633 -4.215
C -6.056 3.385 0.740
P -2.762 1.040 -1.467
N 1.058 1.079 2.776
C -4.483 -0.326 -4.954
S 1.467 -2.629 2.259
H -7.354 1.797 0.100
N 0.494 -1.154 -1.954
C 1.917 -4.859 0.719
Cl 3.608 4.603 0.981
C 5.792 3.490 -0.113
C -4.257 2.054 -5.151
C 4.561 1.057 -0.621
C 3.363 0.527 3.514
C -3.917 -0.272 -3.686
O 0.116 2.715 6.861
H -4.795 -1.279 -5.362
H -3.359 3.052 -3.482
C -0.637 -1.643 -4.005
Se -1.017 2.334 -1.741
C 0.041 -0.788 -3.147
O 2.950 -0.702 -0.429
C 0.297 -2.415 -1.577
C 0.881 -2.862 -0.265
H 6.465 0.440 -1.408
O -1.681 3.069 5.598
H 4.732 -0.983 -1.303
C -5.343 1.497 -0.557
O 2.536 1.965 0.202
C 6.511 2.455 -0.721
C -4.043 1.997 -0.578
N 1.534 1.603 4.848
C 1.921 -4.311 1.998
H 3.549 -0.341 4.146
H -5.559 0.550 -1.039
C 4.031 -0.287 -0.801
C -0.049 1.680 3.345
*
```

E_LUMO, Eh: 0.0687
Energy above the lowest of the compared OMol25 structures with the same formula, charge and spin, kcal/mol: 45.3
Maximum force, Eh/bohr: 0.0577
Highest occupied orbital energy, eV: -4.968

=====

(6)
A gas-phase ion, C5H9N3P (charge +1). Source: the Open Molecules 2025 dataset; level of theory: wB97M-V/def2-TZVPD.

```
! RIJCOSX wB97M-V def2-TZVPD def2/J DEFGRID3
* xyz 1 1
H -1.160 -1.282 -1.500
H -1.240 2.257 0.570
N 3.099 0.357 -0.011
N 1.734 -1.469 0.300
H 3.917 -0.271 0.057
C -0.591 0.338 -0.096
N 0.791 0.579 -0.243
H -3.836 -1.060 -0.116
C -1.517 1.262 0.132
C -2.858 0.790 0.248
C -2.971 -0.466 -0.065
H 0.975 -1.778 0.914
C 1.834 -0.141 0.140
H 2.495 -2.082 0.591
P -1.421 -1.309 -0.169
H 0.940 1.448 -0.634
H 3.337 1.172 -0.582
H -3.526 1.653 0.463
*
```

E_LUMO, Eh: -0.1302
Energy above the lowest of the compared OMol25 structures with the same formula, charge and spin, kcal/mol: 0.0
SMILES: NC(N)=[NH+]C1=[PH]=CC=C1
Maximum force, Eh/bohr: 0.0718
Highest occupied orbital energy, eV: -12.477

=====

(7)
10 unconnected molecules or ions with the total composition C32H87N3O20. Source: the Open Molecules 2025 dataset; level of theory: wB97M-V/def2-TZVPD.

```
! RIJCOSX wB97M-V def2-TZVPD def2/J DEFGRID3
* xyz 0 1
H -5.326 0.662 3.140
C 4.329 1.584 -3.109
C 0.672 -4.011 -6.978
C -3.866 2.980 6.870
H 5.438 1.027 -1.244
H 3.557 1.140 -3.738
C 4.889 0.583 -2.074
H 2.301 -4.757 -7.734
C -0.226 -5.509 1.512
C 4.940 2.669 -5.228
H 5.471 2.267 1.170
H -0.396 -4.228 -6.999
H 2.870 1.144 1.301
H 1.860 -0.452 -2.374
C 5.755 -1.627 -2.042
H -0.696 0.181 2.724
O 0.908 -1.095 -4.980
H 2.906 0.083 3.836
H 6.502 4.176 -5.031
H -5.719 -0.201 0.973
H -3.533 -2.448 4.158
H -6.922 2.616 3.965
H -4.282 2.607 7.806
O 2.194 -3.721 -5.010
H 0.169 -3.757 -0.307
H -1.813 -3.439 4.453
H -1.036 0.357 5.082
C 8.195 2.746 -6.926
H 1.459 -5.610 -5.826
C 4.768 -1.477 3.457
C -4.937 0.649 -0.810
O 7.051 2.364 -6.138
H 0.606 -1.258 -4.084
O -3.645 0.124 -0.649
C 1.505 -1.355 -1.877
H 3.900 2.501 -2.706
H -5.368 5.082 6.592
C -6.858 2.163 2.976
O 2.991 -0.024 2.886
H -0.912 -6.097 2.121
H 1.764 -2.900 -4.760
C 3.462 2.983 0.878
H -0.547 2.033 -4.913
O -3.778 -1.527 1.662
H -3.692 0.973 6.461
H 0.349 -0.243 -0.464
O 4.431 -1.345 4.781
H 5.476 -0.708 3.146
C -0.866 -5.335 0.095
H 4.687 1.900 -5.958
H -9.407 2.160 2.178
H 0.793 -2.088 1.249
H 7.734 2.749 -7.914
H -6.514 4.304 5.427
H 6.428 -1.579 -1.185
C -5.452 1.666 2.734
H 5.201 -2.436 3.172
H -9.395 1.431 3.834
H -7.183 2.931 2.274
H -4.822 1.690 -1.115
H 4.059 0.067 -1.592
O 3.023 1.708 0.540
H -1.764 -4.750 0.292
H -0.187 0.063 -6.338
H -3.312 3.867 7.177
H -3.548 0.029 -2.625
H 8.850 1.881 -6.826
H -2.212 1.666 7.148
O 0.664 -2.237 0.309
C -1.877 0.657 4.457
H -2.651 -0.107 4.385
H 0.131 -2.694 -1.910
O -4.865 3.223 5.776
H -2.247 -2.943 1.396
O -0.174 1.096 -3.140
H -6.751 1.039 0.193
H -2.337 2.041 0.342
H -0.461 1.982 -2.906
C -1.522 2.000 1.065
O 5.288 3.958 2.439
H 6.026 1.409 -4.152
N 5.373 2.150 -3.943
H 4.696 2.042 2.561
C 1.266 -4.552 -5.648
O -2.194 -3.943 3.730
H -0.477 1.787 3.268
C -0.065 -0.109 -5.269
H 2.780 -2.092 2.673
H -9.609 0.402 2.459
C -3.253 -0.579 -1.769
N -2.385 1.919 5.079
O 0.076 -4.317 2.114
C -9.106 1.310 2.790
H -1.044 -6.285 -0.410
N -5.021 1.697 1.309
H 6.084 -2.445 -2.683
H -0.667 1.475 0.640
H 2.839 3.517 1.595
H -4.715 2.298 3.229
C 1.087 -1.044 -0.428
C 0.134 1.264 -4.547
O 1.402 -4.683 -8.064
C -3.221 -3.071 3.320
C -2.678 -2.314 2.175
O -2.204 1.546 2.262
H 3.709 3.701 0.096
C -5.785 4.145 6.222
O -7.721 1.091 2.749
O 5.595 -0.389 -2.798
C -5.737 0.779 0.497
H -3.768 -1.540 -1.759
H 0.441 -4.571 -4.936
H 4.062 3.306 -5.114
O -0.185 -4.481 -0.829
H 8.623 3.742 -6.811
H 0.587 -6.236 1.495
H -4.098 1.313 1.165
O 0.295 -1.903 -2.428
H 6.104 3.766 2.907
H 1.990 -0.696 0.074
H -0.679 -4.074 2.654
H -6.398 3.708 7.010
C -1.244 1.021 3.151
H -4.130 -3.533 2.937
H -2.930 2.472 4.433
H 3.913 -1.205 1.575
H -2.177 -0.670 -1.624
C 6.156 3.465 -5.781
C -3.024 1.834 6.441
H -1.027 -0.453 -4.888
C 4.748 2.804 1.784
H 5.968 3.964 -6.732
H 2.334 -2.064 -1.883
H -5.530 0.175 -1.591
H 0.631 -2.921 -6.987
H 1.065 1.783 -4.775
H -1.807 -1.685 2.355
H 4.793 -2.022 -1.716
H 4.889 -0.603 5.182
C 3.543 -1.318 2.594
H -3.545 -0.979 0.910
H -1.256 3.047 1.212
*
```

E_LUMO, Eh: 0.0003
Energy above the lowest of the compared OMol25 structures with the same formula, charge and spin, kcal/mol: 65.0
SMILES: COCCNCCOC.COCCNCCOC.COCCNCCOC.OCCO.OCCO.OCCO.OCCO.OCCO.OCCO.OCCO
Maximum force, Eh/bohr: 0.0833
Highest occupied orbital energy, eV: -8.428

=====

| no. | molar mass (g/mol) |
| --- | --- |
| 1 | 138.1 |
| 2 | 796.9 |
| 3 | 214.3 |
| 4 | 926.9 |
| 5 | 1066.8 |
| 6 | 142.1 |
| 7 | 834.0 |